# 1
The following is a quantum chemistry calculation of the molecule C4H6O, from the OMol25 dataset.

Last column: Mulliken charge in e.
CARTESIAN COORDINATES (ANGSTROEM)
C 1.603 -0.365 -0.683  -0.6218
C 0.361 -0.140 -0.308  0.1685
C -0.811 -0.852 0.221  -0.6017
C -0.813 0.655 0.003  0.0371
O -0.857 1.461 1.140  -0.5340
H 1.818 -1.419 -0.588  0.2327
H 2.327 0.382 -1.022  0.2718
H -1.431 -1.464 -0.430  0.2296
H -0.789 -1.174 1.262  0.2328
H -1.401 1.014 -0.839  0.2706
H -0.008 1.900 1.245  0.3144

Output
* largest force on an atom: 0.95 eV Å⁻¹
* structure (SMILES): C=C1C[C@H]1O
* frontier orbital gap: 10.8 eV

# 2
The following is a quantum chemistry calculation of the molecule C4H6O at a distorted geometry, from the OMol25 dataset.

Last column: Mulliken charge in e.
CARTESIAN COORDINATES (ANGSTROEM)
C 2.183 0.389 0.563  0.1432
C 1.030 0.298 0.232  -0.7444
C -0.255 0.638 -0.366  -0.3231
C -1.209 -0.536 -0.325  -0.3298
O -0.971 -1.356 0.810  -0.4979
H 3.198 0.596 0.770  0.4319
H -0.013 0.940 -1.392  0.2881
H -0.597 1.527 0.176  0.2366
H -1.080 -1.098 -1.261  0.2238
H -2.236 -0.162 -0.274  0.2641
H -0.049 -1.237 1.067  0.3076

Output
* largest force on an atom: 1.56 eV Å⁻¹
* structure (SMILES): C#CCCO
* frontier orbital gap: 11.0 eV

# 3
The following is a quantum chemistry calculation of a cluster of 2 separate species, C4H6O2 in total at a distorted geometry, from the OMol25 dataset.

Last column: Mulliken charge in e.
CARTESIAN COORDINATES (ANGSTROEM)
C -1.192 -0.980 0.348  -0.2053
C -1.648 0.402 0.210  -0.1774
O -1.587 -0.461 -0.915  -0.3769
H -0.128 -1.190 0.436  0.1953
H -1.856 -1.728 0.781  0.2221
H -2.652 0.669 0.535  0.2318
H -0.929 1.223 0.210  0.1185
C 1.881 0.161 -0.788  -1.0969
C 2.168 0.756 0.346  0.8774
O 2.410 1.293 1.355  -0.3673
H 2.648 -0.397 -1.310  0.2444
H 0.885 0.251 -1.207  0.3342

Output
* largest force on an atom: 1.00 eV Å⁻¹
* structure (SMILES): C1CO1.C=C=O
* frontier orbital gap: 10.3 eV

# 4
The following is a quantum chemistry calculation of a structure of composition C4H6O2 at a distorted geometry, from the OMol25 dataset.

Last column: Mulliken charge in e.
CARTESIAN COORDINATES (ANGSTROEM)
O -1.736 -0.891 -0.005  -0.5352
C -0.886 0.015 -0.693  -0.4522
C 0.348 0.402 0.174  0.1097
O 0.069 0.389 1.530  -0.5583
C 1.403 -1.212 -0.129  -0.9394
C 2.037 -0.117 -0.255  0.1615
H -2.262 -0.358 0.619  0.3234
H -1.424 0.948 -0.940  0.2668
H -0.572 -0.468 -1.621  0.3536
H 0.641 1.429 -0.082  0.4217
H -0.259 -0.522 1.700  0.4264
H 2.782 0.656 -0.347  0.4219

Output
* largest force on an atom: 1.39 eV Å⁻¹
* frontier orbital gap: 11.0 eV

# 5
The following is a quantum chemistry calculation of the molecule C4H6O2 at a distorted geometry, from the OMol25 dataset.

Last column: Mulliken charge in e.
CARTESIAN COORDINATES (ANGSTROEM)
C 0.937 0.037 -1.484  -1.0673
C 0.330 0.496 -0.177  0.1058
O -1.337 0.598 -0.014  -0.4233
C -1.198 -0.112 1.218  -0.2205
C 0.275 -0.406 1.010  0.3847
O 1.063 -1.150 1.537  -0.5647
H 1.964 -0.315 -1.299  0.3202
H 0.390 -0.821 -1.900  0.2866
H 0.988 0.829 -2.234  0.3012
H -0.205 1.472 0.097  0.3930
H -1.835 -0.989 1.137  0.2562
H -1.427 0.455 2.129  0.2281

Output
* largest force on an atom: 3.12 eV Å⁻¹
* structure (SMILES): C[C@H]1OCC1=O
* frontier orbital gap: 10.1 eV

# 6
The following is a quantum chemistry calculation of the molecule C4H6O2, from the OMol25 dataset.

Last column: Mulliken charge in e.
CARTESIAN COORDINATES (ANGSTROEM)
C 1.420 0.251 -0.691  -1.1215
C 0.383 0.716 0.296  0.6644
O 0.141 1.877 0.535  -0.5430
C -0.480 -0.394 0.896  -0.4551
C -1.634 -0.456 -0.085  0.0265
O -1.677 -1.242 -1.000  -0.4618
H 0.953 -0.440 -1.403  0.3188
H 2.204 -0.307 -0.167  0.3173
H 1.853 1.105 -1.212  0.3195
H 0.034 -1.359 0.909  0.2933
H -0.806 -0.097 1.896  0.3003
H -2.389 0.346 0.028  0.3414

Output
* largest force on an atom: 0.52 eV Å⁻¹
* structure (SMILES): CC(=O)CC=O
* frontier orbital gap: 10.5 eV

# 7
The following is a quantum chemistry calculation of a structure of composition C4H6O2, from the OMol25 dataset.

Last column: Mulliken charge in e.
CARTESIAN COORDINATES (ANGSTROEM)
C 1.994 0.591 0.042  -0.4041
O 1.211 -0.356 1.413  -0.4932
C 0.753 0.486 0.584  0.5213
C -0.675 0.889 0.367  -0.2743
O -1.465 -0.056 -0.317  -0.3292
C -0.806 -1.203 -0.824  -0.6860
H 0.102 -0.940 -1.381  0.3407
H 2.724 1.281 0.460  0.2715
H -0.688 1.838 -0.184  0.2499
H -1.102 1.055 1.364  0.2653
H -0.537 -1.900 -0.021  0.2676
H -1.511 -1.684 -1.503  0.2705

Output
* largest force on an atom: 0.34 eV Å⁻¹
* frontier orbital gap: 9.6 eV

# 8
The following is a quantum chemistry calculation of a cluster of 3 separate species, C4H6O2 in total at a distorted geometry, from the OMol25 dataset.

Last column: Mulliken charge in e.
CARTESIAN COORDINATES (ANGSTROEM)
O 2.928 -0.281 0.623  -0.1392
C 1.986 -0.909 0.691  0.1325
C 0.385 1.324 -0.957  -0.6143
C -0.795 1.533 -0.377  -0.4361
O -1.682 -1.566 -0.196  -0.3990
C -0.920 -1.851 0.691  -0.1345
H 0.528 0.505 -1.663  0.3048
H 1.241 1.975 -0.780  0.2571
H -0.958 2.373 0.297  0.2256
H -1.642 0.876 -0.570  0.2642
H -0.318 -2.782 0.671  0.2647
H -0.750 -1.196 1.569  0.2742

Output
* largest force on an atom: 1.34 eV Å⁻¹
* frontier orbital gap: 10.9 eV

# 9
The following is a quantum chemistry calculation of the molecule C4H6O2 at a distorted geometry, from the OMol25 dataset.

Last column: Mulliken charge in e.
CARTESIAN COORDINATES (ANGSTROEM)
C 0.523 -1.049 -1.062  -1.0833
C 0.383 -0.627 0.372  0.5514
O 1.302 -0.540 1.173  -0.5773
C -0.923 0.047 0.726  0.2551
C -0.122 1.484 0.487  -0.4107
O -1.956 -0.006 -0.069  -0.6458
H 0.067 -0.287 -1.706  0.3280
H 1.573 -1.196 -1.316  0.3366
H -0.058 -1.958 -1.229  0.3108
H -1.104 0.035 1.818  0.3729
H 0.481 1.784 -0.399  0.2828
H -0.166 2.312 1.207  0.2796

Output
* largest force on an atom: 1.52 eV Å⁻¹
* frontier orbital gap (spin up / spin down): 6.4 / 6.4 eV

# 10
The following is a quantum chemistry calculation of a structure of composition C4H6O2, from the OMol25 dataset.

Last column: Mulliken charge in e.
CARTESIAN COORDINATES (ANGSTROEM)
O -0.783 -2.090 -1.460  -0.4223
C -0.583 -1.063 -0.942  0.6438
C -0.596 0.341 -0.901  -0.7996
C 0.476 0.884 0.039  -0.4118
C 0.511 -0.217 1.143  -0.3137
O -0.613 -1.046 0.878  -0.5568
H -0.852 0.871 -1.814  0.3221
H -1.268 -0.152 0.251  0.4480
H 1.451 0.988 -0.449  0.2808
H 0.187 1.867 0.425  0.2521
H 0.427 0.197 2.153  0.2652
H 1.426 -0.818 1.081  0.2923

Output
* largest force on an atom: 0.91 eV Å⁻¹
* frontier orbital gap: 9.8 eV

# 11
The following is a quantum chemistry calculation of the molecule C4H6O2 at a distorted geometry, from the OMol25 dataset.

Last column: Mulliken charge in e.
CARTESIAN COORDINATES (ANGSTROEM)
O 2.531 -0.444 0.520  -0.4872
C 1.429 -0.889 0.310  -0.3137
C 0.254 -0.130 -0.188  0.3396
C -1.251 -0.406 -0.019  -0.3167
O -1.535 0.994 0.048  -0.3906
C -0.143 1.348 0.061  -0.2732
H 1.228 -1.973 0.133  0.3081
H 0.543 -0.558 -1.178  0.1822
H -1.689 -0.850 -0.919  0.2502
H -1.589 -0.948 0.870  0.2451
H 0.126 1.749 1.053  0.2279
H 0.096 2.107 -0.691  0.2284

Output
* largest force on an atom: 1.69 eV Å⁻¹
* structure (SMILES): O=CC1COC1
* frontier orbital gap: 10.6 eV

# 12
The following is a quantum chemistry calculation of the molecule C4H6O2 at a distorted geometry, from the OMol25 dataset.

Last column: Mulliken charge in e.
CARTESIAN COORDINATES (ANGSTROEM)
O -1.770 1.529 -0.720  -0.4788
C -0.648 1.764 -1.083  0.0815
O 0.430 1.081 -0.611  -0.3690
C -0.013 0.088 0.355  0.0781
C 1.006 -0.811 0.963  -0.5550
C 0.007 -1.357 -0.031  -0.4812
H -0.757 2.595 -1.787  0.4473
H -0.838 0.447 0.960  0.3658
H 2.030 -0.695 0.631  0.2258
H 0.894 -1.079 2.013  0.2274
H 0.382 -1.594 -1.021  0.2375
H -0.795 -2.005 0.318  0.2206

Output
* largest force on an atom: 2.54 eV Å⁻¹
* structure (SMILES): O=COC1CC1
* frontier orbital gap: 11.6 eV

# 13
The following is a quantum chemistry calculation of the molecule C4H6O2 at a distorted geometry, from the OMol25 dataset.

Last column: Mulliken charge in e.
CARTESIAN COORDINATES (ANGSTROEM)
O 1.688 -0.244 -0.848  -0.5224
C 0.869 0.196 0.191  -0.0418
C -0.437 0.960 -0.076  -0.2873
C -1.166 -0.309 -0.529  -0.5264
C -0.274 -0.695 0.636  -0.2439
O -0.797 0.604 1.313  -0.4750
H 2.586 -0.307 -0.501  0.3484
H 1.408 0.613 1.053  0.3680
H -0.539 1.970 -0.486  0.4418
H -2.224 -0.350 -0.242  0.2658
H -0.960 -0.733 -1.507  0.2661
H -0.144 -1.737 0.990  0.4066

Output
* largest force on an atom: 1.34 eV Å⁻¹
* frontier orbital gap: 10.7 eV

# 14
The following is a quantum chemistry calculation of a structure of composition C4H6O2 at a distorted geometry, from the OMol25 dataset.

Last column: Mulliken charge in e.
CARTESIAN COORDINATES (ANGSTROEM)
C -0.778 -1.282 -0.375  -0.8347
C 0.134 0.264 0.470  0.3619
C -0.382 1.606 0.159  -0.3145
O 0.070 1.324 1.467  -0.4263
C 1.460 -0.260 0.147  -0.1114
O 1.469 -1.272 -0.518  -0.4691
H -0.913 -1.989 0.436  0.3011
H -1.631 -0.705 -0.670  0.3514
H -0.452 -1.879 -1.269  0.2684
H 0.176 2.314 -0.451  0.2260
H -1.471 1.698 0.098  0.2408
H 2.411 0.156 0.493  0.4065

Output
* largest force on an atom: 2.03 eV Å⁻¹
* frontier orbital gap: 9.9 eV

# 15
The following is a quantum chemistry calculation of the molecule C4H6O2, from the OMol25 dataset.

Last column: Mulliken charge in e.
CARTESIAN COORDINATES (ANGSTROEM)
C 0.736 -1.478 0.333  -1.2156
C -0.029 -0.185 0.558  0.3239
O 0.704 1.062 0.443  -0.4130
C -0.280 1.663 -0.412  -0.2513
C -0.922 0.295 -0.587  0.4285
O -1.669 -0.223 -1.367  -0.5430
H 0.051 -2.256 -0.031  0.3068
H 1.502 -1.329 -0.432  0.3144
H 1.214 -1.851 1.243  0.3181
H -0.542 -0.136 1.525  0.2664
H 0.164 2.133 -1.291  0.2495
H -0.944 2.373 0.105  0.2151

Output
* largest force on an atom: 0.65 eV Å⁻¹
* structure (SMILES): C[C@H]1OCC1=O
* frontier orbital gap: 10.8 eV

# 16
The following is a quantum chemistry calculation of the molecule C4H6O2, from the OMol25 dataset.

Last column: Mulliken charge in e.
CARTESIAN COORDINATES (ANGSTROEM)
C -1.009 -1.304 0.496  -0.6865
C -0.706 -0.040 0.801  -0.1592
C 0.016 0.935 -0.127  -0.0569
O -0.501 1.112 -1.427  -0.5282
C 1.444 0.340 -0.238  0.0403
O 1.633 -0.713 -0.797  -0.4453
H -1.184 -2.043 1.280  0.2734
H -0.865 -1.725 -0.505  0.2156
H -0.770 0.294 1.841  0.2957
H 0.025 1.939 0.318  0.3577
H -0.342 0.279 -1.888  0.3525
H 2.259 0.925 0.246  0.3411

Output
* largest force on an atom: 0.88 eV Å⁻¹
* structure (SMILES): C=C[C@H](O)C=O
* frontier orbital gap: 10.2 eV

# 17
The following is a quantum chemistry calculation of the molecule C4H6O2 at a distorted geometry, from the OMol25 dataset.

Last column: Mulliken charge in e.
CARTESIAN COORDINATES (ANGSTROEM)
O 1.979 -0.190 0.662  -0.4830
C 0.790 -0.420 0.057  -0.1504
C -0.553 -0.490 0.746  -0.4483
C -1.284 0.320 -0.287  -0.4548
C -0.341 0.768 -1.192  0.2986
O -0.063 1.100 -2.316  -0.5808
H 1.852 0.506 1.320  0.3906
H 0.932 -1.200 -0.702  0.3814
H -0.901 -1.533 0.712  0.2206
H -0.559 -0.171 1.798  0.3094
H 0.493 1.006 -0.310  0.1575
H -2.346 0.305 -0.487  0.3592

Output
* largest force on an atom: 1.49 eV Å⁻¹
* frontier orbital gap: 8.6 eV

# 18
The following is a quantum chemistry calculation of the molecule C4H6O2 at a distorted geometry, from the OMol25 dataset.

Last column: Mulliken charge in e.
CARTESIAN COORDINATES (ANGSTROEM)
O 1.564 -0.685 -1.037  -0.5426
C 0.331 -0.763 -0.386  0.3113
C 0.250 -0.324 1.101  -0.8158
C -0.740 0.738 0.644  0.0578
O -0.036 1.621 -0.212  -0.3917
C -0.596 0.422 -0.770  -0.6943
H 1.292 0.062 -1.574  0.3750
H -0.158 -1.729 -0.563  0.2878
H -0.162 -1.089 1.761  0.2683
H 1.174 0.086 1.521  0.2661
H -1.648 1.069 1.118  0.4196
H -1.289 0.599 -1.594  0.4585

Output
* largest force on an atom: 1.70 eV Å⁻¹
* structure (SMILES): O[C@H]1C[C@H]2O[C@@H]12
* frontier orbital gap: 11.2 eV

# 19
The following is a quantum chemistry calculation of the molecule C4H6O2, from the OMol25 dataset.

Last column: Mulliken charge in e.
CARTESIAN COORDINATES (ANGSTROEM)
O 1.615 -0.744 -0.630  -0.5635
C 0.243 -0.570 -0.445  0.0803
C -0.088 -0.169 1.008  -0.5079
C -1.484 0.172 1.276  -0.4130
O 0.497 1.357 -1.814  -0.5229
C -0.268 0.568 -1.308  -0.0178
H 1.918 0.056 -1.095  0.3686
H -0.299 -1.490 -0.704  0.2831
H -0.072 -1.087 1.645  0.3312
H 0.717 0.471 1.402  0.3365
H -1.488 0.753 2.221  0.1757
H -1.366 0.669 -1.391  0.4497

Output
* largest force on an atom: 0.52 eV Å⁻¹
* frontier orbital gap: 8.6 eV

# 20
The following is a quantum chemistry calculation of the molecule C4H6O2, from the OMol25 dataset.

Last column: Mulliken charge in e.
CARTESIAN COORDINATES (ANGSTROEM)
C 1.379 -0.707 -0.271  -1.0973
C 0.006 -0.177 -0.447  0.5609
O -0.920 -0.433 -1.519  -0.5006
C -1.067 0.739 -0.693  -0.2224
C -1.008 0.027 0.625  -0.1469
O -0.540 0.810 1.680  -0.5299
H 1.669 -0.528 0.771  0.2915
H 1.259 -1.790 -0.390  0.2949
H 2.166 -0.356 -0.939  0.3041
H -1.328 1.732 -1.039  0.3228
H -1.661 -0.779 0.953  0.3785
H 0.045 1.464 1.268  0.3444

Output
* largest force on an atom: 0.51 eV Å⁻¹
* structure (SMILES): C[C@]12O[C@H]1[C@@H]2O
* frontier orbital gap: 9.9 eV